The following is a DFT calculation (ωB97M-V with the def2-TZVPD basis set) of a cluster of 12 separate species, C40H52N12 in total in a non-equilibrium geometry.

CARTESIAN COORDINATES (ANGSTROEM)
C1 -1.7285 4.9512 1.8775
C2 -2.9285 5.4129 2.5253
C3 -2.5275 6.2127 3.5536
N1 -1.1435 6.2771 3.5699
C4 -0.6845 5.4321 2.5888
H1 -1.7210 4.3481 0.9864
H2 -3.9508 5.1195 2.3582
H3 -3.0215 6.6973 4.3824
H4 -0.5959 6.7102 4.2862
H5 0.3761 5.2401 2.5213
C5 1.5752 1.2052 4.5746
C6 2.3550 2.3685 4.7418
C7 1.5385 3.4630 4.7720
N2 0.2363 3.0237 4.6094
C8 0.2798 1.6746 4.4145
H6 1.9374 0.1933 4.5775
H7 3.4330 2.4034 4.7883
H8 1.6973 4.5138 4.9514
H9 -0.5934 3.5808 4.6779
H10 -0.6299 1.1409 4.1808
C9 4.3428 -1.2955 2.2386
C10 5.7529 -1.2437 2.0629
C11 6.0450 0.0833 1.9065
N3 4.8790 0.8168 1.9165
C12 3.8251 -0.0485 2.1776
H11 3.7019 -2.1648 2.3180
H12 6.4491 -2.0624 2.0305
H13 6.9709 0.5303 1.5800
H14 4.6738 1.7646 1.6420
H15 2.8442 0.3924 2.2417
C13 2.9609 3.3858 1.0428
C14 3.7357 3.0638 -0.0820
C15 3.0010 2.1650 -0.8395
N4 1.8232 1.9692 -0.1891
C16 1.7928 2.6393 0.9890
H16 3.1593 4.1104 1.8188
H17 4.7014 3.4349 -0.3846
H18 3.3602 1.6090 -1.6887
H19 1.1333 1.2570 -0.3912
H20 0.9316 2.5448 1.6284
C17 1.1213 4.5162 -2.0235
C18 1.3486 5.8788 -2.2505
C19 0.2867 6.5771 -1.7316
N5 -0.6399 5.6492 -1.2779
C20 -0.1468 4.3927 -1.4998
H21 1.7616 3.6725 -2.2238
H22 2.2583 6.2807 -2.6658
H23 0.0367 7.6121 -1.5691
H24 -1.5654 5.8919 -0.9834
H25 -0.7525 3.5624 -1.1720
C21 -2.6556 -5.1880 1.3376
C22 -2.8695 -5.8747 0.1193
C23 -1.9293 -5.3637 -0.7627
N6 -1.2952 -4.3031 -0.1674
C24 -1.7958 -4.1467 1.0978
H26 -3.2203 -5.4103 2.2302
H27 -3.4981 -6.7218 -0.0942
H28 -1.7229 -5.5715 -1.7996
H29 -0.6209 -3.7553 -0.6675
H30 -1.3552 -3.3810 1.7156
C25 -1.3104 1.0762 0.2579
C26 -0.4267 0.0878 0.7910
C27 -0.4820 -0.9398 -0.1070
N7 -1.3912 -0.7135 -1.0722
C28 -1.9131 0.5481 -0.8650
H31 -1.4998 2.0186 0.7488
H32 0.1394 0.0979 1.7071
H33 0.0313 -1.8924 -0.0982
H34 -1.6734 -1.3431 -1.8158
H35 -2.7480 0.8827 -1.4595
C29 -5.0053 -2.3457 -3.0556
C30 -5.6335 -3.6280 -3.1193
C31 -5.3466 -4.2917 -1.9477
N8 -4.5092 -3.5107 -1.2216
C32 -4.3392 -2.3012 -1.8554
H36 -5.0723 -1.5222 -3.7425
H37 -6.2382 -3.9521 -3.9505
H38 -5.7856 -5.1547 -1.4743
H39 -4.2832 -3.6186 -0.2463
H40 -3.9765 -1.4754 -1.2624
C33 1.2709 -6.5701 1.3411
C34 1.4706 -5.1583 0.9926
N9 1.5761 -4.0280 0.8253
H41 0.5370 -6.6058 2.1444
H42 2.2530 -6.9144 1.6605
H43 0.8630 -7.1220 0.4989
C35 -2.5684 -0.3420 -5.1632
C36 -3.8399 -0.6264 -5.7969
N10 -4.8331 -0.8531 -6.3261
H44 -1.8430 -1.1329 -5.3259
H45 -2.7727 -0.2324 -4.0925
H46 -2.0857 0.6039 -5.4065
C37 -0.9665 -4.0693 -5.2906
C38 -0.9878 -3.3351 -4.0160
N11 -0.9637 -2.7883 -3.0099
H47 -1.3497 -3.4057 -6.0640
H48 -1.6103 -4.9480 -5.2870
H49 0.0379 -4.4341 -5.4908
C39 3.7101 -1.9023 -0.8924
C40 4.8250 -2.8469 -0.7229
N12 5.6662 -3.6118 -0.5931
H50 2.8401 -2.1966 -0.3099
H51 3.4261 -1.7955 -1.9376
H52 4.0746 -0.9447 -0.5167

Force components x, y, z for each atom (eV/Å):
C -1.29 -0.24 0.09
C 0.38 0.08 0.26
C 0.59 0.52 0.90
N -0.98 -1.13 -0.49
C 1.37 0.66 0.11
H 0.31 -0.18 0.12
H 0.01 0.09 -0.32
H -0.43 0.01 -0.35
H 0.11 0.07 0.03
H -0.06 0.11 -0.37
C -0.96 0.93 -0.43
C 0.91 0.33 0.17
C -0.97 0.26 0.23
N 1.26 -0.47 -0.30
C -0.42 -0.96 0.43
H -0.13 -0.08 -0.25
H -0.03 -0.01 0.17
H 0.34 -0.07 -0.05
H -0.08 0.08 -0.25
H 0.03 -0.06 0.21
C -0.71 -1.39 0.26
C -0.49 0.45 0.21
C 0.13 0.66 -1.07
N -0.51 -1.02 0.70
C 0.84 1.50 -0.62
H 0.31 -0.13 0.23
H 0.00 -0.03 0.02
H 0.04 0.10 0.29
H 0.52 0.08 0.08
H -0.14 -0.35 0.02
C -0.72 0.21 0.97
C -0.21 -0.26 -0.94
C 0.83 0.31 0.78
N -0.13 -1.21 -0.13
C 0.56 0.67 -0.55
H 0.22 -0.10 -0.02
H 0.03 0.12 0.19
H -0.48 -0.03 -0.18
H 0.12 0.08 -0.20
H 0.07 0.21 0.18
C -1.05 -1.05 -0.25
C 0.54 0.78 0.44
C -0.99 -0.42 0.25
N 1.04 0.49 -0.77
C -0.24 0.20 0.59
H 0.03 0.30 -0.16
H -0.06 0.20 0.05
H 0.36 0.13 -0.35
H -0.06 -0.09 0.20
H 0.31 -0.27 -0.17
C -1.37 0.31 0.10
C 1.72 -0.33 -0.64
C -0.45 0.38 -0.03
N -1.15 -0.97 -0.36
C 1.23 0.04 0.06
H 0.18 0.31 0.16
H -0.10 -0.01 0.17
H -0.11 -0.15 0.01
H 0.07 0.27 0.26
H -0.23 -0.08 0.23
C -0.31 -0.10 0.48
C -0.39 0.21 -0.79
C 0.68 -1.92 0.35
N -0.66 1.57 -0.04
C 0.02 -0.30 0.25
H -0.22 0.06 -0.23
H 0.14 0.17 -0.07
H 0.15 0.20 0.16
H 0.40 0.01 0.30
H 0.17 0.26 -0.06
C 0.23 -0.29 0.59
C 0.03 0.34 -0.24
C -0.24 -0.04 -0.14
N -0.26 1.26 0.24
C -0.31 -0.17 0.40
H -0.15 -0.13 -0.19
H -0.08 -0.21 0.16
H 0.24 -0.31 -0.39
H 0.10 -0.38 -0.04
H 0.39 0.00 -0.31
C 0.13 0.79 -0.10
C -0.37 0.00 0.21
N 0.16 -0.03 -0.19
H 0.14 -0.08 0.13
H -0.21 -0.50 0.03
H 0.23 -0.07 -0.09
C 0.21 0.34 1.07
C 0.09 0.28 -0.73
N 0.04 -0.02 0.11
H -0.10 -0.10 0.07
H 0.19 -0.40 0.01
H -0.38 0.03 -0.62
C -0.27 0.11 0.26
C 0.07 -0.75 -0.36
N 0.01 -0.05 -0.08
H 0.29 -0.05 -0.19
H -0.17 0.13 0.36
H 0.10 0.32 -0.15
C 0.56 0.23 0.13
C -0.98 0.19 -0.22
N 0.38 -0.26 0.03
H 0.13 -0.15 0.07
H 0.12 -0.12 -0.07
H -0.21 0.10 -0.02

Properties
Net charge: 0

***

The following is a DFT calculation (ωB97M-V with the def2-TZVPD basis set) of an isolated molecule of C4H8O2.

CARTESIAN COORDINATES (ANGSTROEM)
C1 2.0799 0.4165 -0.5750
O1 0.7259 0.0666 -0.7151
C2 0.1720 -0.4293 0.4800
C3 -1.3059 -0.6925 0.2341
C4 -2.0802 0.5805 -0.0233
O2 -3.2368 0.7385 0.2879
H1 2.4281 0.7708 -1.5477
H2 2.6908 -0.4471 -0.2688
H3 2.2156 1.2176 0.1681
H4 0.3075 0.3030 1.2955
H5 0.6816 -1.3571 0.7877
H6 -1.7718 -1.2236 1.0702
H7 -1.3967 -1.3267 -0.6579
H8 -1.5099 1.3828 -0.5358

Force components x, y, z for each atom (eV/Å):
C 0.30 0.08 -0.02
O -0.04 -0.02 -0.04
C -0.10 -0.07 0.21
C -0.03 -0.04 0.03
C -0.28 -0.01 0.06
O 0.47 -0.06 -0.12
H -0.04 -0.05 0.15
H -0.11 0.11 -0.05
H -0.04 -0.11 -0.10
H -0.02 -0.09 -0.12
H -0.07 0.13 -0.05
H 0.08 0.07 -0.11
H -0.01 0.09 0.09
H -0.10 -0.05 0.06

Properties
Net charge: 0

***

The following is a DFT calculation (ωB97M-V with the def2-TZVPD basis set) of a structure of composition C14H7Cl5N3O2SZn in a non-equilibrium geometry.

CARTESIAN COORDINATES (ANGSTROEM)
Zn1 1.4156 -0.3605 -0.2364
N1 4.7359 0.7331 2.0417
C1 3.6468 0.1775 1.5305
S1 3.7010 -0.2531 -0.1383
N2 2.6270 -0.0207 2.3616
N3 1.5620 -0.5904 1.7762
C2 0.6330 -1.1125 2.5070
C3 -0.5603 -1.7139 2.0085
C4 -1.5723 -2.0676 2.9422
C5 -2.7109 -2.7209 2.5532
C6 -2.8255 -3.1124 1.1738
C7 -1.8600 -2.8135 0.2617
C8 -0.6967 -2.0747 0.6009
O1 0.1284 -1.8180 -0.3630
H1 5.3954 1.0893 1.3950
H2 4.6642 1.2158 2.9139
H3 0.9372 -1.1533 3.5950
H4 -1.4481 -1.8041 3.9735
H5 -3.4467 -3.0158 3.2726
H6 -3.7089 -3.6134 0.8799
H7 -1.8737 -3.1173 -0.7690
Cl1 -1.9806 3.4279 -5.5295
C9 -1.2862 2.8795 -4.0435
C10 -0.3578 1.8384 -4.0463
Cl2 0.0050 1.0267 -5.5110
C11 0.2828 1.3401 -2.8769
Cl3 1.4411 0.0747 -3.0199
C12 -0.1894 1.7353 -1.5884
O2 0.2445 1.2592 -0.4803
C13 -1.1620 2.8175 -1.5920
Cl4 -1.6862 3.4185 -0.0723
C14 -1.5852 3.4260 -2.7748
Cl5 -2.4691 4.9026 -2.7453

Force components x, y, z for each atom (eV/Å):
Zn -0.45 0.05 0.00
N 1.42 0.56 0.80
C -2.84 -0.99 0.60
S 0.41 0.00 -0.72
N 1.94 0.38 0.09
N -1.70 -0.24 -0.44
C 2.21 0.52 1.15
C -0.49 -0.60 -0.85
C 0.32 0.03 -1.06
C 0.38 -0.43 -1.51
C 0.30 0.74 1.65
C 0.43 0.18 0.24
C -0.30 0.13 0.96
O 0.15 0.04 0.23
H 0.48 0.25 -0.45
H -0.19 0.01 0.35
H -0.93 0.08 -0.84
H 0.22 0.16 0.43
H -0.39 -0.02 0.18
H -0.76 -0.61 -0.37
H -0.39 -0.14 -0.29
Cl 0.00 0.15 0.33
C 0.80 -0.51 0.86
C 0.40 -0.46 0.78
Cl 0.08 0.01 -0.63
C -1.74 0.83 -0.46
Cl 0.06 -0.02 0.25
C 0.18 0.42 0.06
O -0.04 0.02 -0.54
C 0.62 -0.18 -0.90
Cl 0.07 0.00 0.11
C 0.04 -0.45 -0.21
Cl -0.31 0.08 0.17

Properties
Net charge: -1

***

The following is a DFT calculation (ωB97M-V with the def2-TZVPD basis set) of a structure of composition C31H29N11O6STi.

CARTESIAN COORDINATES (ANGSTROEM)
Ti1 0.0885 -0.1824 -0.0818
O1 6.9767 0.0595 1.3275
C1 6.2016 -0.7466 1.8505
O2 6.3412 -1.7454 2.5686
C2 4.7026 -0.4502 1.5274
C3 4.3397 0.4996 0.5860
C4 3.0006 0.6746 0.2846
N1 2.0451 -0.0382 0.8944
C5 2.3850 -0.9009 1.8716
C6 3.6980 -1.1418 2.2026
C7 1.2148 -1.5025 2.5535
C8 1.3104 -2.2364 3.7258
C9 0.1469 -2.6611 4.3430
C10 -1.0771 -2.3217 3.7839
C11 -1.0889 -1.6057 2.6021
N2 0.0331 -1.2253 1.9793
C12 2.4637 1.7017 -0.6388
C13 3.2565 2.6381 -1.2810
C14 2.6481 3.6263 -2.0329
C15 1.2628 3.6589 -2.1090
C16 0.5416 2.6762 -1.4586
N3 1.1267 1.7044 -0.7505
H1 5.1384 1.0665 0.1249
H2 4.0201 -1.8537 2.9532
H3 2.2792 -2.4436 4.1574
H4 0.1944 -3.2308 5.2613
H5 -2.0085 -2.6055 4.2520
H6 -2.0168 -1.3359 2.1171
H7 4.3313 2.5985 -1.1798
H8 3.2460 4.3716 -2.5395
H9 0.7473 4.4307 -2.6621
H10 -0.5380 2.6451 -1.5058
C17 2.0961 -5.1531 0.4966
C18 0.6906 -4.7163 0.3323
N4 -0.3756 -5.4264 0.5221
N5 -1.4140 -4.5743 0.2554
C19 -1.0221 -3.3470 -0.0854
S1 -1.8756 -1.9608 -0.5328
N6 0.3287 -3.4364 -0.0370
N7 1.1330 -2.3400 -0.3382
H11 2.1078 -6.2075 0.7580
H12 2.5908 -4.5908 1.2918
H13 2.6611 -5.0083 -0.4249
H14 -2.3634 -4.9053 0.3055
H15 1.4512 -2.3455 -1.3171
H16 1.9768 -2.3959 0.2270
C20 -2.3209 0.8350 -4.3230
N8 -1.0411 0.2447 -3.9394
C21 -0.1040 -0.1613 -4.8648
C22 1.0746 -0.6961 -4.5114
C23 1.3728 -0.8953 -3.1006
O3 2.3866 -1.4375 -2.6646
N9 0.3929 -0.4729 -2.2309
C24 -0.7375 0.1013 -2.6248
O4 -1.4859 0.5314 -1.6964
H17 -2.3004 1.0432 -5.3889
H18 -2.4817 1.7615 -3.7771
H19 -3.1383 0.1507 -4.1019
H20 -0.3869 -0.0155 -5.8981
H21 1.7934 -1.0072 -5.2528
O5 -6.2326 2.9091 -1.8504
C25 -6.1792 3.3481 -0.5108
N10 -4.9361 2.8108 -0.0046
C26 -4.3376 3.3232 1.0884
O6 -4.8061 4.2472 1.7250
C27 -3.0043 2.7355 1.4840
C28 -2.4376 3.1805 2.6702
C29 -1.2058 2.6809 3.0577
C30 -0.5818 1.7563 2.2436
N11 -1.1196 1.3212 1.0940
C31 -2.3100 1.8086 0.7274
H22 -7.1193 3.0560 -2.1933
H23 -7.0291 2.9715 0.0667
H24 -6.1481 4.4357 -0.4234
H25 -4.5800 2.0066 -0.4919
H26 -2.9759 3.9144 3.2553
H27 -0.7270 3.0062 3.9701
H28 0.3904 1.3568 2.5019
H29 -2.6806 1.4331 -0.2153

Force components x, y, z for each atom (eV/Å):
Ti -0.55 -0.34 -0.43
O 0.05 -0.02 0.00
C -0.12 0.08 -0.06
O 0.04 -0.04 0.05
C -0.05 -0.03 0.05
C 0.04 0.00 -0.03
C 0.00 0.09 -0.02
N -0.19 0.13 -0.03
C -0.12 0.11 0.14
C 0.11 -0.03 -0.07
C 0.11 0.10 -0.11
C 0.03 -0.02 0.04
C -0.02 0.00 0.00
C 0.03 0.00 0.00
C 0.06 -0.05 0.03
N -0.22 0.11 0.01
C 0.06 -0.15 0.12
C 0.08 0.02 0.00
C -0.06 0.01 0.00
C 0.05 -0.02 0.01
C 0.09 0.04 0.02
N -0.16 0.09 -0.08
H 0.00 -0.02 -0.01
H -0.01 0.00 0.00
H -0.01 0.00 0.00
H 0.00 0.00 0.00
H -0.01 0.00 0.00
H 0.00 0.00 0.01
H -0.01 0.01 -0.01
H 0.00 0.00 0.00
H -0.01 0.00 0.00
H 0.00 0.02 0.00
C -0.01 -0.02 0.01
C -0.01 -0.01 0.01
N -0.01 0.03 -0.05
N -0.02 -0.01 0.02
C 0.05 -0.02 -0.07
S -0.03 -0.13 0.18
N -0.07 0.03 -0.04
N 0.20 0.01 0.02
H 0.00 0.00 0.00
H 0.00 0.00 0.00
H -0.01 0.00 -0.01
H 0.01 0.00 0.01
H 0.11 -0.07 -0.01
H -0.01 -0.06 0.01
C -0.01 0.00 -0.01
N -0.01 0.03 0.03
C -0.01 -0.01 -0.07
C 0.02 0.00 0.06
C -0.27 -0.05 -0.13
O 0.03 -0.08 0.03
N 0.26 0.07 0.01
C 0.05 0.13 0.24
O 0.26 0.13 0.01
H 0.00 -0.01 0.00
H 0.01 0.01 0.00
H 0.00 0.00 0.00
H -0.01 0.01 0.01
H 0.01 0.00 0.01
O -0.01 0.02 -0.01
C 0.01 0.00 0.00
N -0.04 -0.06 -0.02
C 0.13 0.15 -0.10
O -0.04 -0.05 0.04
C -0.07 0.00 0.06
C 0.00 0.00 0.01
C 0.00 0.00 -0.03
C -0.02 0.14 -0.04
N 0.28 -0.13 0.14
C -0.02 -0.12 -0.03
H 0.00 -0.01 0.00
H 0.00 -0.01 -0.01
H 0.01 0.00 0.00
H -0.01 -0.03 0.03
H 0.01 0.00 0.01
H 0.00 0.00 0.00
H 0.00 -0.01 0.00
H -0.01 0.01 0.02

Properties
Net charge: +1
Spin multiplicity: 2

***

Across the entries above, energy above the lowest of the compared OMol25 structures with the same formula, charge and spin takes the values 0.493; 1.584; 0.000; 0.363 eV, respectively.